(1)
ORCA calculation (the ωB97M-V functional and the def2-TZVPD basis) on a molecular structure, C50H47N4O3PS4Zr in a non-equilibrium geometry.

```
110
Properties=species:S:1:pos:R:3:forces:R:3:lowdin_charge:R:1
Zr 0.702576 -0.637398 -0.108975 -1.813 -1.411 0.270 1.18
C 3.563040 -0.837006 -2.109036 -0.159 0.023 0.085 -0.04
C 2.929696 0.060504 -1.075993 0.592 0.356 0.207 -0.38
N 2.930545 -0.355165 0.181123 0.351 0.374 0.147 -0.12
N 3.060398 0.591867 1.172919 0.257 0.489 0.037 -0.06
C 2.241371 0.803602 2.148496 0.115 -0.122 -0.214 -1.08
S 0.587216 0.306094 2.282807 0.337 -0.286 -0.070 0.62
S 2.981597 1.731757 3.469173 -0.014 0.073 -0.160 0.90
C 1.632416 2.909158 3.861122 0.152 -0.071 0.059 -0.43
C 2.222636 4.253746 4.194111 0.024 -0.043 0.033 -0.31
C 2.281499 4.701365 5.509180 -0.005 0.023 -0.012 -0.05
C 2.832288 5.943069 5.811586 0.003 -0.037 -0.034 -0.09
C 3.334852 6.744336 4.797326 -0.036 -0.059 -0.027 -0.10
C 3.293868 6.295569 3.479996 0.002 -0.009 0.044 -0.08
C 2.745179 5.058557 3.182489 -0.011 0.025 -0.010 -0.05
C 2.613900 1.488698 -1.376502 0.170 -0.079 -0.057 -0.13
C 3.627511 2.353406 -1.783486 0.017 -0.005 0.006 -0.03
C 3.400451 3.712231 -1.923829 -0.009 -0.004 0.024 -0.09
C 2.129818 4.210123 -1.662642 0.020 -0.029 -0.018 -0.08
C 1.102145 3.359016 -1.290973 -0.012 0.042 -0.019 -0.01
C 1.316026 1.991013 -1.141488 -0.049 -0.112 -0.153 -0.32
O 0.288515 1.171225 -0.804402 0.390 1.446 -0.377 -0.35
H 4.138578 -1.619977 -1.619498 -0.023 -0.041 0.009 0.08
H 2.852535 -1.294058 -2.794312 -0.019 0.053 -0.091 0.01
H 4.237605 -0.227740 -2.715580 0.008 -0.006 0.030 0.09
H 1.003002 2.959630 2.975286 -0.043 0.040 0.018 0.06
H 1.044835 2.515307 4.687278 -0.052 0.045 -0.002 0.07
H 1.891876 4.071890 6.303197 0.009 0.047 -0.042 0.11
H 2.871855 6.279949 6.841098 -0.017 -0.014 -0.050 0.10
H 3.755848 7.714742 5.028892 0.015 -0.026 -0.005 0.10
H 3.698043 6.911341 2.684908 -0.034 -0.017 0.029 0.10
H 2.726318 4.701135 2.156931 -0.002 0.019 0.057 0.11
H 4.622584 1.954076 -1.950703 -0.051 0.012 0.005 0.12
H 4.206271 4.375459 -2.214213 -0.054 -0.046 0.009 0.10
H 1.935600 5.272725 -1.751982 -0.011 -0.045 -0.013 0.10
H 0.112122 3.745225 -1.108281 -0.146 0.045 0.038 0.10
O -2.253707 -1.452575 0.776199 0.039 -0.001 -0.169 -0.08
C -0.959673 -1.920602 0.289626 -0.234 -0.083 0.443 -0.31
C -1.064486 -3.376029 0.302394 -0.032 0.193 -0.027 -0.30
C -2.278344 -4.054276 0.508242 -0.135 -0.148 0.039 -0.04
C -2.332768 -5.439790 0.520622 -0.039 0.144 -0.033 -0.08
C -1.187866 -6.199928 0.316021 0.015 -0.026 -0.050 -0.09
C 0.018034 -5.548954 0.098461 0.111 0.016 -0.007 -0.07
C 0.085946 -4.162411 0.100972 0.186 -0.070 -0.163 -0.35
P 1.631399 -3.222257 -0.058212 0.049 -0.723 1.205 1.06
C 2.172332 -3.111258 1.706214 0.014 0.089 -0.086 -0.36
C 3.496163 -2.764733 1.994029 -0.026 0.019 -0.025 -0.13
C 3.907497 -2.560605 3.300039 -0.022 -0.004 0.022 -0.07
C 2.996991 -2.688546 4.344182 0.062 0.017 -0.004 -0.08
C 1.680874 -3.018578 4.069542 -0.049 -0.001 -0.075 -0.08
C 1.267456 -3.219495 2.757091 0.035 -0.134 0.066 -0.09
C 2.830598 -4.384684 -0.785114 -0.107 0.197 -0.449 -0.36
C 2.863578 -4.437788 -2.181429 0.047 -0.014 -0.008 -0.10
C 3.717988 -5.315470 -2.834536 -0.052 0.036 0.039 -0.08
C 4.554893 -6.140453 -2.095763 0.001 -0.022 0.017 -0.08
C 4.516354 -6.103539 -0.708792 -0.058 0.043 0.038 -0.07
C 3.656851 -5.230833 -0.050810 -0.031 -0.075 -0.084 -0.08
H -3.179713 -3.474132 0.651920 0.017 -0.092 0.061 0.11
H -3.282222 -5.936256 0.686805 0.012 0.040 -0.001 0.10
H -1.233375 -7.281557 0.332206 0.013 0.031 -0.016 0.10
H 0.920819 -6.128806 -0.059308 -0.007 0.023 -0.005 0.10
H 4.209305 -2.646806 1.187740 0.007 0.035 -0.001 0.10
H 4.936083 -2.286562 3.503500 -0.045 -0.016 -0.013 0.11
H 3.317128 -2.521969 5.366474 -0.025 0.002 -0.061 0.10
H 0.960997 -3.106675 4.874166 0.021 0.010 -0.031 0.11
H 0.231143 -3.454264 2.558744 -0.034 -0.022 -0.006 0.10
H 2.210717 -3.784931 -2.754164 0.026 -0.022 0.002 0.08
H 3.731130 -5.356559 -3.916565 0.008 0.036 0.020 0.11
H 5.236051 -6.815061 -2.600618 -0.042 0.009 0.020 0.10
H 5.152471 -6.762579 -0.131590 0.008 0.026 -0.002 0.11
H 3.623063 -5.218419 1.029421 0.024 0.020 0.038 0.11
C -3.994734 0.091804 -3.947516 -0.015 0.034 0.027 -0.07
C -3.420575 0.171105 -2.535531 0.008 -0.055 -0.004 -0.22
N -1.983625 -0.067440 -2.492874 0.025 0.310 -0.068 0.03
C -1.380907 -1.239563 -2.649632 0.082 -0.260 -0.132 -0.75
S 0.345720 -1.300317 -2.782828 -0.176 -0.058 -0.155 0.68
N -2.146175 -2.323083 -2.754592 0.120 -0.283 -0.041 0.04
C -1.663099 -3.699433 -2.890099 -0.024 0.110 -0.232 -0.25
C -1.563811 -4.135372 -4.344230 -0.028 0.011 0.012 -0.08
H -5.077094 0.231190 -3.913562 0.056 -0.004 -0.010 0.08
H -3.786198 -0.869804 -4.420435 -0.012 0.040 0.007 0.07
H -3.568769 0.875605 -4.574896 -0.001 -0.041 0.008 0.08
H -3.930680 -0.522686 -1.859290 0.020 0.043 0.039 0.12
H -3.581556 1.164688 -2.124657 -0.025 0.008 0.093 0.12
H -1.360966 0.709358 -2.323732 0.033 0.047 0.030 0.11
H -3.139945 -2.201638 -2.649328 -0.014 -0.007 0.031 0.13
H -2.346775 -4.337194 -2.331072 0.010 0.005 0.029 0.12
H -0.692440 -3.757646 -2.410459 0.037 -0.001 0.059 0.07
H -2.539742 -4.106292 -4.835117 0.050 0.007 0.005 0.07
H -1.184915 -5.158684 -4.401407 -0.022 0.063 0.003 0.08
H -0.879985 -3.480269 -4.886814 -0.016 -0.031 0.002 0.07
C -7.764465 6.824107 -1.596540 0.000 0.040 0.016 -0.08
C -6.903903 5.680524 -1.118800 0.038 0.063 0.004 -0.75
O -6.986357 4.561906 -1.541329 0.023 -0.026 0.033 0.04
S -5.727694 6.195895 0.138427 -0.106 0.024 0.021 1.01
C -4.882935 4.674786 0.445888 -0.033 -0.065 -0.030 -0.55
C -5.540923 3.621307 1.072677 0.052 -0.105 0.037 -0.09
C -4.903078 2.403291 1.235774 -0.062 0.048 -0.028 -0.02
C -3.592129 2.221488 0.781827 0.014 -0.320 -0.004 -0.23
C -2.922404 3.304331 0.220304 0.008 0.160 -0.057 -0.03
C -3.565162 4.521006 0.040668 0.106 -0.072 -0.007 -0.09
C -2.982962 0.917969 0.827788 -0.428 1.069 0.083 0.04
C -2.569674 -0.202816 0.786273 0.425 -0.857 -0.103 -0.16
H -8.748948 6.443215 -1.862678 0.025 -0.011 0.020 0.09
H -7.307169 7.250387 -2.491559 0.010 -0.011 0.028 0.09
H -7.850198 7.605934 -0.842342 0.002 -0.010 -0.042 0.06
H -6.559803 3.753680 1.414703 0.027 -0.020 -0.030 0.11
H -5.419128 1.572448 1.698310 -0.021 0.017 -0.007 0.12
H -1.898497 3.168777 -0.087203 0.172 0.002 -0.096 0.09
H -3.046673 5.349394 -0.427833 -0.017 -0.047 0.009 0.11
```
Forces are in eV/Å.

Calculated values
Frontier orbital gap in eV: 5.26
LUMO energy in eV: -0.887
Energy relative to the best compared isomer or geometry (same formula, charge and spin) in eV: 1.982



(2)
ORCA calculation (the ωB97M-V functional and the def2-TZVPD basis) on a molecular structure, C50H49CrFN4O2PSi in a non-equilibrium geometry.

```
109
Properties=species:S:1:pos:R:3:forces:R:3:mulliken_spin:R:1
Cr -0.932960 0.301405 0.233526 -0.519 0.684 0.942 3.12
C 0.816355 -4.117124 -3.293584 0.049 0.020 0.033 0.00
C 1.938353 -4.348159 -2.317026 -0.031 0.027 0.130 0.00
C 3.043225 -5.104687 -2.683229 -0.018 -0.004 -0.017 0.00
C 4.060065 -5.361738 -1.777547 -0.011 -0.011 -0.047 0.00
C 3.942926 -4.886622 -0.483973 0.038 0.012 0.096 0.00
C 2.845182 -4.134839 -0.068186 -0.190 -0.038 -0.113 0.00
C 2.762530 -3.710324 1.375089 0.249 0.012 -0.140 0.00
C 1.834394 -3.832027 -1.006117 0.249 -0.104 0.167 0.00
N 0.709593 -3.009188 -0.781693 -0.323 -0.091 -0.371 0.02
C -0.215919 -3.292381 0.100566 0.415 -0.134 0.140 0.03
O -0.225355 -4.040216 1.099169 -0.229 0.065 -0.236 0.00
C -1.555843 -2.693340 -0.307676 0.115 0.108 0.059 0.02
C -2.458668 -3.691449 -0.689666 -0.185 -0.083 0.084 0.00
C -3.714546 -3.373359 -1.138037 0.090 0.035 0.052 0.01
C -4.044823 -2.025920 -1.239816 -0.194 -0.096 -0.007 0.00
C -3.122193 -1.091727 -0.866897 0.133 0.078 0.057 0.07
N -1.885759 -1.388684 -0.374102 -0.206 -0.753 -0.083 -0.09
C -3.412308 0.349550 -1.129252 0.222 0.095 0.090 -0.04
O -4.438999 0.695648 -1.682705 -0.205 0.027 -0.047 0.03
N -2.388143 1.154159 -0.767530 0.278 -0.007 -0.204 -0.10
C -2.462643 2.494515 -1.269594 -0.031 0.078 0.001 0.02
C -2.937911 3.530390 -0.463365 -0.027 -0.052 0.097 -0.02
C -3.544702 3.258040 0.888610 0.000 0.035 -0.118 0.01
C -2.947053 4.824971 -0.976172 -0.008 0.053 -0.021 0.01
C -2.549104 5.079691 -2.277285 -0.008 -0.002 0.016 -0.01
C -2.158493 4.029449 -3.095493 0.050 0.030 -0.013 0.01
C -2.116796 2.728866 -2.610403 -0.043 -0.110 0.048 -0.02
C -1.767569 1.588901 -3.531257 -0.056 0.084 0.078 0.00
H 1.117144 -4.398502 -4.304693 -0.016 -0.011 0.024 0.00
H 0.498138 -3.072305 -3.281072 -0.004 -0.113 -0.015 0.00
H -0.058137 -4.714177 -3.016875 0.006 0.047 -0.035 0.00
H 3.103399 -5.501183 -3.692384 -0.012 0.035 0.025 0.00
H 4.927495 -5.940625 -2.072292 -0.033 -0.002 0.010 0.00
H 4.720025 -5.112497 0.241328 -0.059 0.018 -0.037 0.00
H 1.787241 -3.961540 1.784451 -0.042 0.020 0.034 0.00
H 2.909992 -2.635424 1.486900 0.147 -0.126 -0.049 0.00
H 3.534999 -4.215972 1.959260 -0.018 0.042 -0.045 0.00
H -2.132580 -4.717332 -0.587098 0.012 0.035 0.002 0.00
H -4.421331 -4.146015 -1.410754 0.011 0.010 -0.033 0.00
H -4.992888 -1.671660 -1.618734 0.024 0.013 -0.013 0.00
H -3.256140 2.282563 1.269624 -0.070 0.050 -0.013 0.01
H -4.634047 3.263834 0.791693 0.021 0.000 0.018 0.00
H -3.266462 4.024360 1.614606 0.011 -0.025 -0.009 0.00
H -3.303990 5.636787 -0.350563 0.022 -0.046 -0.012 0.00
H -2.573990 6.091378 -2.664953 0.015 -0.030 0.012 0.00
H -1.877636 4.219099 -4.126546 -0.032 -0.023 0.043 0.00
H -1.234292 1.948907 -4.411374 -0.005 -0.010 0.025 0.00
H -2.687965 1.101498 -3.863854 0.044 -0.035 0.000 0.00
H -1.159278 0.831291 -3.034365 0.046 -0.001 -0.014 0.02
C -4.439494 0.149481 2.849169 0.024 -0.066 0.096 0.00
Si -2.682391 -0.486465 3.075444 -0.377 -0.139 0.281 0.03
C -2.652560 -2.295657 2.617609 0.063 0.124 -0.367 0.01
C -2.265035 -0.514603 4.926751 0.079 0.108 -0.022 0.00
N -1.626643 0.565608 2.129882 0.495 -0.236 -0.656 -0.10
C -1.288644 1.810092 2.644243 -0.026 0.086 0.119 0.00
C -1.668021 2.347046 3.892435 -0.051 -0.101 -0.022 0.00
C -1.240236 3.594885 4.318916 0.022 0.057 -0.007 0.00
C -0.435537 4.403802 3.526007 -0.055 -0.052 0.060 0.01
C -0.097338 3.946662 2.260919 0.122 0.175 -0.100 0.00
C -0.539784 2.708224 1.893508 -0.065 0.014 0.278 0.04
F -0.245470 2.277796 0.605029 0.058 -0.424 -0.360 -0.03
H -5.165263 -0.602009 3.179310 0.050 0.081 0.002 0.00
H -4.644435 0.374413 1.797705 0.002 -0.044 0.046 0.00
H -4.616254 1.062480 3.426384 -0.005 -0.020 -0.075 0.00
H -3.009155 -2.855563 3.486465 -0.014 0.079 -0.023 0.00
H -1.670216 -2.698836 2.356459 -0.072 -0.044 0.024 0.00
H -3.346167 -2.507389 1.800216 0.075 -0.058 -0.059 0.00
H -2.432131 -1.526737 5.302263 0.024 0.032 -0.038 0.00
H -2.909500 0.152938 5.506845 0.081 -0.070 -0.003 0.00
H -1.224490 -0.248483 5.137828 -0.076 -0.008 -0.020 0.00
H -2.320527 1.776455 4.534811 0.078 0.101 -0.028 0.00
H -1.554445 3.948462 5.293896 0.007 -0.043 -0.026 0.00
H -0.092508 5.368303 3.874456 -0.039 -0.011 -0.033 0.00
H 0.487751 4.537556 1.565097 -0.027 -0.063 0.014 0.00
C 4.573950 -1.969492 -3.185630 0.066 0.026 0.088 0.00
C 3.317570 -1.778063 -3.739466 -0.021 0.043 0.010 0.00
C 2.348066 -1.088678 -3.029256 0.026 0.144 0.034 0.00
C 2.638461 -0.576772 -1.766913 -0.374 -0.221 -0.200 -0.01
C 3.892681 -0.789901 -1.203680 -0.078 -0.085 0.075 0.00
C 4.858231 -1.484530 -1.915216 0.017 -0.069 -0.094 0.00
P 1.381577 0.459321 -0.956824 1.036 0.219 0.187 0.02
C 2.022029 2.129769 -1.375820 -0.279 0.020 0.020 -0.02
C 1.120204 3.086214 -1.826844 0.123 0.017 0.037 0.04
C 1.534827 4.377273 -2.123597 -0.009 0.060 0.000 0.00
C 2.867969 4.723678 -1.973683 0.011 -0.025 0.016 0.00
C 3.783139 3.769232 -1.544153 0.026 0.007 0.034 0.00
C 3.366457 2.480199 -1.251637 0.067 -0.023 -0.040 0.00
C 1.781968 0.280423 0.834060 -0.246 -0.066 0.016 -0.03
C 2.388898 1.245812 1.642037 -0.028 0.105 0.038 0.04
C 2.510296 1.032092 3.004041 -0.014 0.042 -0.045 0.00
C 2.015131 -0.132450 3.589302 -0.030 -0.017 0.023 0.00
C 1.413703 -1.095021 2.802023 -0.122 0.168 0.201 0.02
C 1.293836 -0.884795 1.432488 -0.059 0.221 0.000 0.04
H 5.328641 -2.517487 -3.735594 -0.021 -0.009 0.029 0.00
H 3.088448 -2.188902 -4.714639 -0.025 0.020 0.015 0.00
H 1.354904 -0.956493 -3.444391 0.048 0.018 -0.016 0.00
H 4.112000 -0.434195 -0.203536 -0.009 -0.027 0.002 0.00
H 5.830624 -1.663920 -1.473013 -0.038 0.011 0.001 0.00
H 0.081070 2.827183 -1.933601 -0.129 0.020 -0.022 -0.03
H 0.808558 5.105879 -2.463679 0.007 -0.031 0.005 0.00
H 3.199133 5.732369 -2.188176 -0.010 -0.029 -0.024 0.00
H 4.828323 4.032646 -1.432783 -0.036 -0.024 -0.011 0.00
H 4.098244 1.751255 -0.929512 -0.014 -0.008 -0.007 0.00
H 2.746764 2.171070 1.211180 0.009 0.019 -0.007 0.00
H 2.978161 1.789841 3.620935 -0.007 -0.022 -0.014 0.00
H 2.101956 -0.276979 4.659426 0.012 -0.004 -0.033 0.00
H 1.031013 -2.012968 3.233544 0.026 0.038 -0.041 0.00
H 0.909088 -1.678336 0.802300 0.032 0.176 0.051 -0.08
```
Forces are in eV/Å.

Calculated values
Frontier orbital gap (alpha / beta) in eV: 6.29 / 6.80
LUMO energy (alpha / beta) in eV: -1.124 / -0.621
2S+1: 4